*a*
The following is a DFT calculation (ωB97M-V/def2-TZVPD) of a gas-phase ion, C4H8NO3 (charge -1).

**Charge**: -1
**SMILES**: C[C@@H](O)[C@@H](N)C(=O)[O-]
**Spin multiplicity**: 1
**LUMO**: 3.7550 eV

```
16
C4H8NO3 ωB97M-V/def2-TZVPD
C 1.326 -0.725 -1.204
C 0.832 0.386 -0.169
O 0.747 1.661 -0.808
C -0.572 0.293 0.478
N -1.365 -0.815 -0.209
C -0.541 0.133 2.094
O -1.624 -0.292 2.555
O 0.524 0.610 2.628
H 0.551 -0.835 -1.947
H 0.922 -1.695 -0.770
H 2.339 -0.762 -1.484
H 1.613 0.530 0.678
H 0.033 1.705 -1.342
H -0.999 1.314 0.405
H -1.511 -0.711 -1.149
H -2.274 -0.799 0.245
```

natural (NBO) population analysis, charges in e, atoms 1 to 6:
1. C -0.673
2. C 0.073
3. O -0.743
4. C -0.190
5. N -0.865
6. C 0.779

=====

*b*
The following is a DFT calculation (ωB97M-V/def2-TZVPD) of 2 unconnected molecules or ions with the total composition C4H8NO3.

**Charge**: -1
**Spin multiplicity**: 1
**LUMO**: 3.9624 eV

```
16
C4H8NO3 ωB97M-V/def2-TZVPD
C 1.547 1.771 1.717
C 0.697 1.897 0.416
O -0.331 1.100 0.355
O 1.214 2.556 -0.509
H 0.894 1.902 2.543
H 2.371 2.550 1.823
H 1.898 0.739 1.768
C 0.106 -1.519 -1.355
C -1.398 -1.484 -1.214
O -2.020 -1.987 -2.134
N -1.947 -1.282 0.118
H -2.970 -1.134 0.078
H -1.571 -0.425 0.524
H 0.348 -1.685 -2.410
H 0.555 -2.386 -0.801
H 0.607 -0.612 -0.918
```

natural (NBO) population analysis, charges in e, atoms 1 to 6:
1. C -0.732
2. C 0.774
3. O -0.867
4. O -0.748
5. H 0.196
6. H 0.191

=====

*c*
The following is a DFT calculation (ωB97M-V/def2-TZVPD) of 2 unconnected molecules or ions with the total composition C4H8NO3.

**Charge**: -1
**Spin multiplicity**: 1
**LUMO**: 1.0729 eV

```
16
C4H8NO3 ωB97M-V/def2-TZVPD
C -1.413 -0.936 0.018
N -0.384 -0.508 0.940
C 0.413 0.569 0.254
C 1.802 -0.114 -0.120
O 1.932 -1.328 0.278
C 1.605 1.030 1.093
O 2.006 2.236 1.030
O -2.424 0.994 -1.661
H -2.085 -1.668 0.405
H -1.974 -0.080 -0.364
H -0.974 -1.362 -0.938
H -3.000 0.754 -2.396
H -0.180 1.056 -0.511
H 2.425 0.108 -0.995
H 0.303 -1.259 0.957
H 1.948 0.508 2.009
```

natural (NBO) population analysis, charges in e, atoms 1 to 6:
1. C -0.480
2. N -0.620
3. C -0.136
4. C 0.256
5. O -0.524
6. C 0.233

=====

Which structure is the least stable? The one labeled *c*.

=====

*a*
The following is a DFT calculation (ωB97M-V/def2-TZVPD) of 2 unconnected molecules or ions with the total composition C4H8NO3.

**Charge**: -1
**Spin multiplicity**: 1
**LUMO**: 3.9662 eV

```
16
C4H8NO3 ωB97M-V/def2-TZVPD
N 1.670 0.350 2.978
C 0.967 -0.169 1.860
O 0.760 -1.405 1.840
O 0.597 0.686 0.965
H 2.148 -0.360 3.560
H 2.211 1.198 2.738
C -1.068 1.473 -1.358
C -0.940 0.067 -1.946
C -0.554 -1.030 -1.175
O -0.511 -2.315 -1.726
H -2.162 1.739 -1.318
H -0.699 1.490 -0.287
H -0.602 2.214 -1.997
H -1.232 -0.094 -2.981
H -0.157 -0.916 -0.173
H -0.428 -2.930 -0.980
```

natural (NBO) population analysis, charges in e, atoms 1 to 6:
1. N -0.911
2. C 0.866
3. O -0.809
4. O -0.842
5. H 0.365
6. H 0.369

=====

*b*
The following is a DFT calculation (ωB97M-V/def2-TZVPD) of 2 unconnected molecules or ions with the total composition C4H8NO3.

**Charge**: -1
**Spin multiplicity**: 1
**LUMO**: 3.7571 eV

```
16
C4H8NO3 ωB97M-V/def2-TZVPD
C -1.961 0.095 0.760
C -1.600 -0.159 2.182
O -2.361 -0.010 3.125
N -0.320 -0.659 2.364
H -1.264 -0.395 0.077
H -1.695 1.121 0.497
H 0.061 -0.442 3.273
H 0.294 -0.449 1.580
H -2.981 -0.179 0.518
C 2.030 -0.386 -2.285
C 1.317 0.904 -1.736
O 1.730 2.003 -2.126
O 0.348 0.629 -0.979
H 1.296 -0.839 -2.958
H 2.168 -1.050 -1.434
H 2.936 -0.186 -2.858
```

natural (NBO) population analysis, charges in e, atoms 1 to 6:
1. C -0.754
2. C 0.686
3. O -0.649
4. N -0.839
5. H 0.274
6. H 0.271

=====

Which structure is the least stable? The one labeled *a*.

=====

*a*
The following is a DFT calculation (ωB97M-V/def2-TZVPD) of a molecular structure, C3H2N4O.

**Spin multiplicity**: 1
**LUMO (alpha / beta)**: -1.4701 / -1.4707 eV

```
10
C3H2N4O ωB97M-V/def2-TZVPD
C 1.745 -0.607 0.134
C 0.306 -0.186 0.243
C -1.020 -0.476 0.773
N -1.960 -1.022 -0.177
N -0.108 1.032 -0.129
N -1.410 0.933 0.277
N -2.218 0.096 -0.660
O 2.572 -0.106 -0.598
H 1.939 -1.511 0.780
H 0.153 1.846 -0.642
```

natural (NBO) population analysis, charges in e, atoms 1 to 6:
1. C 0.389
2. C 0.062
3. C 0.074
4. N -0.126
5. N -0.328
6. N -0.158

=====

*b*
The following is a DFT calculation (ωB97M-V/def2-TZVPD) of C3H2N4O in the gas phase.

**SMILES**: C#Cc1nnnn1O
**Spin multiplicity**: 1
**LUMO**: 0.3195 eV

```
10
C3H2N4O ωB97M-V/def2-TZVPD
C -0.897 -0.844 -2.667
C -0.631 -0.368 -1.606
C -0.376 0.287 -0.325
N -0.394 1.545 0.068
N 0.190 1.593 1.283
N 0.715 0.406 1.550
N 0.300 -0.425 0.589
O 0.778 -1.683 0.623
H -1.319 -1.213 -3.590
H 0.840 -1.605 1.765
```

natural (NBO) population analysis, charges in e, atoms 1 to 6:
1. C -0.127
2. C -0.087
3. C 0.226
4. N -0.249
5. N -0.041
6. N -0.123

=====

*c*
The following is a DFT calculation (ωB97M-V/def2-TZVPD) of C3H2N4O in the gas phase.

**SMILES**: c1nc2n[nH]oc-2n1
**Spin multiplicity**: 1
**LUMO**: -0.8526 eV

```
10
C3H2N4O ωB97M-V/def2-TZVPD
C -1.912 0.027 -0.064
N -1.325 -1.106 -0.025
C 0.046 -0.680 -0.077
N 1.225 -1.179 -0.095
N 2.080 -0.113 -0.136
O 1.314 1.128 -0.074
C 0.052 0.714 -0.100
N -1.128 1.244 -0.039
H -3.035 0.009 -0.068
H 2.683 -0.044 0.677
```

natural (NBO) population analysis, charges in e, atoms 1 to 6:
1. C 0.270
2. N -0.464
3. C 0.211
4. N -0.145
5. N -0.119
6. O -0.289

=====

*d*
The following is a DFT calculation (ωB97M-V/def2-TZVPD) of C3H2N4O in the gas phase.

**SMILES**: O=c1cnncnn1
**Spin multiplicity**: 1
**LUMO**: -2.1168 eV

```
10
C3H2N4O ωB97M-V/def2-TZVPD
O 2.137 -0.573 -1.347
C 1.044 -0.160 -0.830
C -0.211 -0.794 -1.043
N -1.221 -0.620 -0.251
N -1.119 -0.429 1.062
C -0.626 0.720 1.422
N -0.086 1.515 0.619
N 0.793 1.273 -0.286
H -0.088 -1.578 -1.964
H -0.623 0.645 2.616
```

natural (NBO) population analysis, charges in e, atoms 1 to 6:
1. O -0.488
2. C 0.511
3. C -0.042
4. N -0.186
5. N -0.186
6. C 0.152

=====

Which structure is the least stable? The one labeled *a*.

=====

*a*
The following is a DFT calculation (ωB97M-V/def2-TZVPD) of a molecular structure, C5H4O3.

**Spin multiplicity**: 1
**LUMO**: -0.1927 eV

```
12
C5H4O3 ωB97M-V/def2-TZVPD
C -1.206 -0.405 -0.164
C -0.852 0.985 -0.157
C 0.502 1.430 -0.050
C 1.484 0.501 -0.052
C 1.186 -0.928 0.040
H -1.990 -1.941 0.724
H -1.805 1.485 0.034
H 0.919 2.506 -0.050
H 2.554 0.589 0.064
O -2.297 -1.075 -0.074
O 1.826 -1.915 -0.142
O -0.321 -1.232 -0.172
```

natural (NBO) population analysis, charges in e, atoms 1 to 6:
1. C 0.717
2. C -0.474
3. C -0.099
4. C -0.431
5. C 0.739
6. H 0.516

=====

*b*
The following is a DFT calculation (ωB97M-V/def2-TZVPD) of C5H4O3 in the gas phase.

**SMILES**: O=C1CC(=O)[C@@H]2O[C@H]12
**Spin multiplicity**: 1
**LUMO**: 0.1269 eV

```
12
C5H4O3 ωB97M-V/def2-TZVPD
O -2.584 -0.617 0.000
C -1.320 -0.425 0.005
C 0.099 -1.417 0.109
C 1.342 -0.420 -0.146
O 2.605 -0.523 -0.020
C 0.762 1.128 -0.300
O -0.097 1.328 0.767
C -0.827 0.967 -0.485
H 0.031 -2.202 -0.818
H 0.279 -2.081 1.065
H 1.287 2.042 -0.341
H -1.321 1.743 -0.981
```

natural (NBO) population analysis, charges in e, atoms 1 to 6:
1. O -0.508
2. C 0.596
3. C -0.608
4. C 0.565
5. O -0.509
6. C -0.015

=====

*c*
The following is a DFT calculation (ωB97M-V/def2-TZVPD) of C5H4O3 in the gas phase.

**SMILES**: O=C1C=CO/C1=C/O
**Spin multiplicity**: 1
**LUMO**: -0.5642 eV

```
12
C5H4O3 ωB97M-V/def2-TZVPD
O -2.045 0.042 0.368
C -0.831 -0.229 -0.013
C -0.515 -1.526 -0.529
C 0.843 -1.655 -0.734
O 1.419 -0.402 -0.069
C 0.468 0.298 0.347
C 0.559 1.682 0.542
O -0.345 2.564 0.602
H -1.273 -2.404 -0.736
H 1.446 -2.475 -0.888
H 1.481 2.213 0.307
H -1.205 1.893 0.803
```

natural (NBO) population analysis, charges in e, atoms 1 to 6:
1. O -0.644
2. C 0.372
3. C -0.320
4. C 0.135
5. O -0.446
6. C 0.049

=====

Which structure is the least stable? The one labeled *b*.

=====

*a*
The following is a DFT calculation (ωB97M-V/def2-TZVPD) of 20 unconnected molecules or ions with the total composition H39O20.

**Charge**: -1
**Spin multiplicity**: 1
**LUMO**: 2.1486 eV

```
59
H39O20 ωB97M-V/def2-TZVPD
O 3.600 2.622 -2.115
H -5.171 1.182 1.581
O -0.072 -1.469 -2.866
H 0.457 -1.356 -2.064
H -0.463 -2.346 -2.879
O 0.543 -0.401 -5.817
H 0.629 0.074 0.889
H 1.079 -0.940 -6.401
O -2.714 -3.809 -2.189
H -3.478 -3.588 -2.709
H -1.125 4.054 4.667
O -1.007 4.582 3.875
H 2.675 -2.922 0.126
H 0.762 -0.634 -4.906
O 2.476 -1.092 -3.971
H 3.528 3.343 -2.714
H 2.750 2.178 -2.288
O -1.019 0.055 4.047
H 2.518 2.303 0.764
H -0.836 0.995 4.097
O -2.329 -1.589 1.945
H -1.974 -0.047 3.972
H 0.202 -1.645 5.226
O -2.843 -1.158 -0.790
H -2.053 -1.507 -1.200
H -2.687 -1.164 0.160
O -4.888 0.764 2.391
H -4.617 -0.046 1.924
H 0.186 -1.552 1.850
O 3.134 -3.474 0.786
H -2.432 -4.685 -1.967
H 4.048 -3.672 0.623
O 2.926 -0.149 3.675
H -1.787 4.359 3.356
H 1.769 -1.160 -3.304
O 1.706 -1.754 -0.877
H 2.505 -1.278 -0.675
H -2.668 -2.395 1.562
O 0.939 1.046 0.926
H -1.511 -1.279 1.495
H 0.591 1.463 1.703
O 2.089 1.045 -3.768
H 2.073 0.811 -4.710
H 2.653 0.315 -3.521
O -4.112 2.168 -0.871
H -4.155 1.310 -0.427
H 3.087 0.784 3.833
O 1.119 -1.923 5.387
H -4.617 1.958 -1.666
H 1.494 -1.365 4.679
O 0.130 -1.396 0.914
H 2.321 -1.709 -4.661
H 2.556 -0.072 2.791
O -1.824 4.361 0.060
H -2.099 4.173 -0.844
H -1.861 3.440 0.357
O 3.244 2.933 0.724
H 3.448 2.901 -0.230
H 1.102 -1.647 0.040
```

natural (NBO) population analysis, charges in e, atoms 1 to 6:
1. O -0.960
2. H 0.457
3. O -1.003
4. H 0.513
5. H 0.484
6. O -0.957

=====

*b*
The following is a DFT calculation (ωB97M-V/def2-TZVPD) of a molecular structure, H39O20.

**Charge**: -1
**Spin multiplicity**: 1
**LUMO**: 1.9316 eV

```
59
H39O20 ωB97M-V/def2-TZVPD
O 0.946 -3.590 0.710
H -0.072 -4.134 0.940
O -0.708 0.134 -2.359
H -1.084 -0.745 -2.283
H -0.756 0.826 -1.734
O 1.734 1.526 0.015
H 1.877 1.596 1.008
H 2.450 1.049 -0.535
O 2.868 0.710 -2.332
H 2.630 -0.194 -2.125
H 1.600 -3.617 1.370
O -1.000 -1.545 -0.590
H -1.296 -2.253 -0.079
H -0.725 -0.815 -0.066
O -0.681 -1.764 1.984
H 0.393 -1.821 2.018
H 2.374 0.852 -3.243
O 3.078 4.756 -0.189
H 3.801 4.744 -0.716
H 2.712 3.887 -0.057
O -3.017 1.485 -3.709
H -2.639 -1.885 3.228
H 0.722 -1.154 -1.968
O 0.584 2.486 2.977
H -0.122 2.208 3.441
H 0.690 3.315 2.559
O 0.472 1.459 -4.154
H 0.378 1.870 -3.352
H 0.868 0.638 -3.995
O -2.657 -1.737 4.190
H 2.750 -1.231 1.463
H -2.356 -2.636 4.508
O -1.201 -4.283 1.314
H -1.416 -4.913 0.609
H -0.771 -2.714 1.630
O 2.069 -1.556 2.041
H 2.287 -1.145 2.841
H -2.317 0.817 -3.576
O 1.161 -1.487 -2.815
H -3.471 1.587 -2.896
H 1.674 -2.308 -2.444
O -2.590 2.896 1.229
H -2.497 2.034 0.867
H -2.495 2.825 2.182
O -3.305 3.836 -1.888
H -2.963 2.955 -1.543
H -2.572 4.444 -1.662
O -3.151 -0.425 0.409
H -2.678 -0.082 1.238
H -2.774 -1.295 0.655
O 2.747 -3.711 -1.281
H 1.923 -3.687 -0.519
H 3.127 -4.597 -1.245
O -0.038 -1.203 4.536
H -0.222 -1.836 3.907
H -0.776 -0.592 4.666
O 1.252 3.653 -1.774
H 1.413 3.164 -0.944
H 1.774 3.205 -2.463
```

natural (NBO) population analysis, charges in e, atoms 1 to 6:
1. O -1.101
2. H 0.487
3. O -1.019
4. H 0.536
5. H 0.489
6. O -1.025

=====

Which structure is the least stable? The one labeled *b*.